1.
# C22H38N2O3

A single C22H38N2O3 molecule (ωB97M-V/def2-TZVPD, the Open Molecules 2025 dataset).

Output
Frontier orbital gap in eV: 9.3
DFT total energy in eV: -32554.82341
Energy relative to the best compared isomer or geometry (same formula, charge and spin) in kcal per mole: 0.0
SMILES: COCCCC1CCN(C(=O)[C@@H]2CCC(=O)N(C3CCCCCC3)C2)CC1

Each line ends with the natural charge from an NBO analysis.
Positions of all 65 atoms, in Å:
C1 -9.00 0.01 2.01  -0.243
O1 -7.89 0.43 1.27  -0.546
C2 -7.44 -0.55 0.35  -0.052
C3 -6.22 0.00 -0.39  -0.413
C4 -5.04 0.19 0.56  -0.394
C5 -3.87 0.95 -0.06  -0.217
C6 -2.81 1.28 1.00  -0.392
C7 -1.63 2.02 0.37  -0.228
N1 -1.05 1.23 -0.69  -0.445
C8 0.24 0.84 -0.59  0.696
O2 0.94 1.20 0.34  -0.645
C9 0.80 -0.05 -1.70  -0.313
C10 0.29 -1.49 -1.61  -0.396
C11 0.68 -2.05 -0.25  -0.490
C12 2.13 -1.84 0.14  0.691
O3 2.62 -2.52 1.03  -0.646
N2 2.82 -0.87 -0.49  -0.437
C13 4.17 -0.57 -0.01  -0.045
C14 4.26 0.87 0.51  -0.444
C15 5.14 0.96 1.76  -0.386
C16 6.64 0.81 1.48  -0.389
C17 7.02 -0.46 0.72  -0.408
C18 6.62 -0.41 -0.76  -0.398
C19 5.21 -0.92 -1.07  -0.405
C20 2.33 -0.10 -1.61  -0.189
C21 -2.00 0.95 -1.74  -0.209
C22 -3.19 0.17 -1.19  -0.401
H1 -9.85 -0.22 1.36  0.163
H2 -9.26 0.83 2.67  0.194
H3 -8.77 -0.88 2.61  0.164
H4 -7.17 -1.47 0.89  0.159
H5 -8.24 -0.79 -0.36  0.165
H6 -5.96 -0.70 -1.19  0.202
H7 -6.49 0.96 -0.83  0.206
H8 -5.40 0.75 1.43  0.219
H9 -4.69 -0.78 0.91  0.195
H10 -4.25 1.89 -0.47  0.193
H11 -3.25 1.90 1.79  0.214
H12 -2.45 0.35 1.45  0.202
H13 -0.85 2.21 1.11  0.252
H14 -1.97 2.98 -0.04  0.184
H15 0.55 0.39 -2.67  0.226
H16 0.76 -2.08 -2.40  0.210
H17 -0.79 -1.55 -1.74  0.209
H18 0.09 -1.57 0.54  0.229
H19 0.47 -3.12 -0.19  0.238
H20 4.30 -1.24 0.85  0.248
H21 4.64 1.54 -0.26  0.189
H22 3.25 1.20 0.78  0.256
H23 4.82 0.20 2.47  0.199
H24 4.99 1.93 2.23  0.205
H25 6.99 1.67 0.91  0.188
H26 7.16 0.81 2.44  0.204
H27 6.59 -1.34 1.20  0.201
H28 8.11 -0.57 0.78  0.207
H29 7.33 -1.01 -1.34  0.209
H30 6.73 0.62 -1.11  0.192
H31 4.91 -0.51 -2.04  0.194
H32 5.23 -2.01 -1.17  0.207
H33 2.71 -0.54 -2.55  0.188
H34 2.72 0.91 -1.52  0.220
H35 -1.53 0.39 -2.55  0.211
H36 -2.35 1.90 -2.15  0.191
H37 -3.90 -0.02 -2.00  0.211
H38 -2.85 -0.80 -0.80  0.199

2.
# C22H39AuBN6O4PS

A molecular structure, C22H39AuBN6O4PS (ωB97M-V/def2-TZVPD, the Open Molecules 2025 dataset).

Output
Frontier orbital gap (alpha / beta) in eV: 9.4 / 5.8
DFT total energy in eV: -65058.06811
Spin multiplicity: 3
Total charge: +2

Each line ends with the Mulliken charge.
Positions of all 75 atoms, in Å:
Au1 0.36 -0.04 -0.48  2.093
C1 2.88 -2.60 -0.66  -1.278
C2 2.31 -2.30 0.69  0.311
C3 2.71 -2.79 1.93  -1.259
C4 1.94 -2.14 2.87  0.844
C5 1.96 -2.26 4.36  -1.423
N1 1.13 -1.28 2.21  1.009
N2 1.34 -1.41 0.87  -0.570
B1 0.14 -0.27 2.76  -1.520
N3 -1.35 -0.74 2.35  2.407
N4 -1.56 -1.76 1.61  -0.676
C6 -2.93 -2.07 1.71  0.555
C7 -3.49 -3.22 0.97  -1.294
C8 -3.55 -1.18 2.57  -1.235
C9 -2.56 -0.33 2.99  0.598
C10 -2.62 0.83 3.90  -1.221
N5 0.51 1.16 2.27  1.371
N6 1.02 1.36 1.01  -0.713
C11 1.57 2.58 0.98  0.421
C12 2.33 3.11 -0.19  -1.074
C13 1.41 3.18 2.23  -1.229
C14 0.77 2.26 3.02  0.694
C15 0.45 2.41 4.47  -1.433
H1 3.96 -2.56 -0.63  0.430
H2 2.53 -1.89 -1.41  0.142
H3 2.60 -3.61 -0.99  0.301
H4 3.48 -3.52 2.13  0.562
H5 2.73 -2.97 4.65  0.394
H6 1.00 -2.62 4.74  0.292
H7 2.18 -1.30 4.83  0.302
H8 0.14 -0.28 3.95  -0.103
H9 -2.73 -3.98 0.80  0.266
H10 -3.86 -2.88 0.00  0.172
H11 -4.33 -3.64 1.52  0.496
H12 -4.59 -1.16 2.85  0.569
H13 -3.65 1.02 4.20  0.456
H14 -2.22 1.72 3.41  0.189
H15 -2.01 0.64 4.79  0.322
H16 2.11 2.55 -1.10  -0.132
H17 3.40 3.04 0.02  0.314
H18 2.10 4.16 -0.35  0.439
H19 1.78 4.14 2.53  0.545
H20 1.07 3.21 4.89  0.411
H21 0.65 1.50 5.04  0.304
H22 -0.59 2.69 4.63  0.217
C16 -2.24 -1.44 -4.06  -0.824
O1 -1.20 -1.01 -3.15  -0.019
P1 -1.30 -1.24 -1.60  0.286
O2 -1.49 -2.79 -1.38  -0.362
C17 -0.36 -3.69 -1.42  -0.650
O3 -2.75 -0.79 -1.13  -0.323
C18 -3.07 0.58 -0.81  -0.823
H23 -3.19 -0.97 -3.80  0.349
H24 -2.34 -2.52 -4.03  0.294
H25 -1.92 -1.12 -5.05  0.248
H26 0.22 -3.57 -0.52  0.127
H27 0.25 -3.50 -2.31  0.369
H28 -0.77 -4.69 -1.47  0.387
H29 -3.90 0.55 -0.10  0.265
H30 -3.38 1.11 -1.71  0.294
H31 -2.22 1.09 -0.36  0.271
O4 0.63 1.40 -2.28  -0.744
S1 0.15 1.75 -3.70  0.348
C19 0.45 3.54 -3.84  -0.462
C20 1.46 3.74 -4.97  -0.669
C21 2.42 2.56 -4.88  -0.528
C22 1.53 1.32 -4.79  -0.741
H32 0.86 3.81 -2.87  0.049
H33 -0.50 4.04 -3.99  0.452
H34 1.97 4.70 -4.86  0.370
H35 0.96 3.75 -5.94  0.305
H36 3.05 2.64 -3.99  0.258
H37 3.09 2.50 -5.75  0.390
H38 2.00 0.44 -4.36  0.330
H39 1.09 1.06 -5.76  0.488

3.
# C22H39F4N3O7S

3 unconnected molecules or ions with the total composition C22H39F4N3O7S in a non-equilibrium geometry (ωB97M-V/def2-TZVPD, the Open Molecules 2025 dataset).

Output
Frontier orbital gap in eV: 8.1
DFT total energy in eV: -63948.82638
SMILES: N#COC(=O)O[C@@](CCOC=O)(CCC(F)=C(F)F)S(=O)(=O)F.CCN(CC)CC.CCN(CC)CC

Each line ends with the Mulliken charge.
Positions of all 76 atoms, in Å:
N1 0.32 -4.88 2.69  -0.458
C1 -0.39 -4.10 2.25  0.527
O1 -1.13 -3.14 1.78  -0.197
C2 -1.92 -2.51 2.75  0.546
O2 -2.75 -3.08 3.36  -0.424
O3 -1.56 -1.22 2.96  -0.242
C3 -1.96 -0.15 2.13  0.750
C4 -3.34 0.42 2.44  -1.130
C5 -4.53 -0.54 2.46  -1.042
O4 -4.82 -0.85 3.83  -0.234
C6 -5.73 -1.82 4.01  0.042
O5 -5.94 -2.72 3.25  -0.441
C7 -0.92 1.01 2.35  -1.272
C8 0.08 0.77 3.50  -0.853
C9 1.26 -0.04 3.06  0.360
F1 1.11 -1.36 2.77  -0.218
C10 2.48 0.48 2.84  0.166
F2 3.12 0.42 1.69  -0.167
F3 3.20 1.13 3.72  -0.216
S1 -1.85 -0.52 0.34  1.411
O6 -0.54 -0.97 0.05  -0.586
O7 -2.96 -1.28 -0.12  -0.544
F4 -1.97 0.93 -0.24  -0.195
H1 -3.54 1.17 1.67  0.584
H2 -3.30 0.98 3.38  0.520
H3 -5.41 -0.07 2.02  0.629
H4 -4.35 -1.45 1.89  0.441
H5 -6.28 -1.71 4.95  0.391
H6 -0.34 1.19 1.45  0.552
H7 -1.48 1.92 2.56  0.517
H8 -0.39 0.43 4.42  0.372
H9 0.51 1.75 3.72  0.438
C11 -6.50 -0.67 -5.04  -1.391
C12 -6.21 0.83 -5.03  -0.316
N2 -6.06 1.37 -3.69  0.170
C13 -6.06 2.82 -3.66  -0.688
C14 -4.92 3.57 -4.36  -0.959
C15 -5.06 0.72 -2.86  -0.748
C16 -3.62 0.67 -3.37  -0.818
H10 -7.37 -0.90 -4.42  0.331
H11 -6.71 -1.00 -6.06  0.430
H12 -5.65 -1.25 -4.67  0.272
H13 -7.05 1.34 -5.50  0.460
H14 -5.33 1.02 -5.67  0.254
H15 -6.11 3.14 -2.61  0.327
H16 -7.01 3.16 -4.10  0.408
H17 -3.99 3.52 -3.79  0.214
H18 -5.18 4.63 -4.45  0.401
H19 -4.74 3.19 -5.36  0.270
H20 -5.39 -0.30 -2.68  0.338
H21 -5.08 1.20 -1.87  0.289
H22 -3.55 0.39 -4.42  0.305
H23 -3.06 -0.08 -2.80  0.216
H24 -3.10 1.62 -3.23  0.238
C17 6.37 0.70 2.08  -1.275
C18 6.58 -0.20 0.87  -0.332
N3 7.67 0.24 0.02  0.095
C19 7.70 -0.43 -1.27  -0.692
C20 7.97 -1.95 -1.29  -0.978
C21 8.95 0.41 0.68  -0.710
C22 9.56 -0.81 1.41  -0.971
H25 6.23 1.74 1.78  0.322
H26 5.48 0.38 2.62  0.198
H27 7.20 0.65 2.78  0.356
H28 5.67 -0.18 0.27  0.476
H29 6.70 -1.23 1.22  0.187
H30 8.45 0.07 -1.90  0.350
H31 6.74 -0.25 -1.75  0.401
H32 9.01 -2.18 -1.09  0.228
H33 7.73 -2.34 -2.28  0.396
H34 7.35 -2.48 -0.57  0.276
H35 8.86 1.22 1.40  0.379
H36 9.67 0.78 -0.06  0.362
H37 8.82 -1.33 2.01  0.262
H38 10.35 -0.47 2.08  0.366
H39 10.01 -1.52 0.72  0.276